{"formula": "C32H25F4N8OSr", "method": "wB97M-V/def2-TZVPD", "lumo_ha": 0.0859, "multiplicity": 1, "e_tot_ev": -59260.943, "charge": -1, "e_above_lowest_ev": 1.722, "orbital_gap_ev": 6.68, "species": ["Sr", "C", "N", "C", "C", "C", "N", "C", "C", "F", "C", "F", "C", "C", "F", "C", "F", "H", "H", "H", "H", "H", "H", "H", "H", "H", "H", "H", "C", "C", "C", "C", "C", "C", "N", "N", "C", "C", "C", "C", "C", "N", "H", "H", "H", "H", "H", "H", "H", "H", "H", "O", "N", "C", "C", "N", "C", "N", "C", "C", "C", "C", "C", "C", "C", "C", "H", "H", "H", "H", "H"], "coordinates": [[1.713, -0.071, 0.604], [-2.040, -0.638, -3.068], [-0.613, -0.519, -2.839], [0.131, -1.624, -3.411], [-0.087, 0.794, -3.221], [0.458, 1.543, -2.000], [1.613, 0.838, -1.489], [2.860, 1.146, -1.815], [3.869, 0.220, -1.414], [3.422, -0.951, -0.840], [5.213, 0.438, -1.524], [6.069, -0.501, -1.079], [5.712, 1.595, -2.098], [4.767, 2.487, -2.574], [5.198, 3.614, -3.170], [3.410, 2.282, -2.472], [2.604, 3.236, -3.003], [-2.385, -1.610, -2.708], [-2.308, -0.548, -4.136], [-2.561, 0.132, -2.500], [0.143, -1.608, -4.515], [-0.316, -2.566, -3.085], [1.161, -1.593, -3.052], [-0.873, 1.393, -3.696], [0.730, 0.684, -3.941], [-0.321, 1.523, -1.228], [0.649, 2.583, -2.268], [6.769, 1.797, -2.165], [-2.948, -3.759, 1.164], [-2.355, -3.133, 0.144], [-1.577, -1.848, 0.402], [-0.911, -1.944, 1.755], [-1.719, -2.490, 2.824], [-2.733, -3.328, 2.538], [0.342, -1.629, 1.860], [0.910, -1.818, 3.063], [2.245, -1.684, 3.144], [2.850, -2.046, 4.381], [4.212, -2.075, 4.489], [5.003, -1.718, 3.385], [4.356, -1.335, 2.234], [3.026, -1.314, 2.094], [-3.571, -4.629, 0.992], [-2.494, -3.449, -0.883], [-0.826, -1.650, -0.368], [-1.430, -2.263, 3.841], [-3.343, -3.764, 3.318], [2.195, -2.321, 5.195], [4.683, -2.385, 5.414], [6.082, -1.732, 3.435], [4.929, -1.044, 1.359], [0.412, 1.395, 1.717], [0.408, 2.664, 1.780], [1.507, 3.338, 1.485], [2.700, 2.630, 1.176], [3.481, 1.791, 1.038], [1.502, 4.757, 1.542], [1.544, 5.906, 1.588], [-2.611, -0.795, 0.347], [-3.572, -0.073, 0.288], [-4.735, 0.753, 0.230], [-5.411, 0.938, -0.980], [-6.593, 1.659, -1.018], [-7.118, 2.204, 0.145], [-6.439, 2.049, 1.346], [-5.256, 1.330, 1.391], [-5.002, 0.508, -1.885], [-7.118, 1.792, -1.956], [-8.048, 2.758, 0.117], [-6.839, 2.480, 2.255], [-4.723, 1.200, 2.323]], "forces_ev_per_angstrom": [[-0.5, -0.7, -0.1], [0.2, 0.0, 0.0], [-0.1, -0.1, 0.0], [0.0, 0.1, 0.1], [-0.1, 0.2, 0.3], [0.1, -0.1, -0.3], [-0.3, 0.7, -1.5], [0.4, 0.0, -0.4], [0.0, 0.1, -0.3], [0.8, -0.2, -0.5], [0.1, 0.0, -0.1], [0.0, -0.1, 0.1], [0.0, 0.0, 0.0], [0.1, -0.1, 0.0], [0.0, 0.1, 0.0], [0.0, -0.1, 0.0], [-0.1, 0.0, 0.0], [-0.1, 0.0, 0.0], [0.0, 0.0, 0.0], [0.0, 0.0, 0.0], [0.0, 0.0, 0.0], [0.0, 0.0, 0.0], [0.0, 0.0, 0.0], [0.0, 0.0, -0.1], [0.0, 0.0, -0.1], [0.0, 0.1, 0.0], [-0.1, 0.0, 0.1], [0.0, 0.0, 0.0], [0.1, -0.1, -0.2], [0.0, -0.1, -0.1], [-0.3, 0.0, 0.2], [0.3, 0.0, -0.2], [-0.2, -0.2, 0.3], [0.2, 0.1, 0.1], [-0.5, -0.8, 0.3], [-0.3, -0.1, 0.7], [0.0, -0.2, -0.3], [0.1, 0.1, 0.1], [-0.2, 0.0, -0.1], [0.1, 0.1, -0.1], [0.3, -0.2, 0.2], [0.7, -0.9, 1.0], [0.0, 0.0, -0.1], [0.0, 0.0, 0.0], [-0.1, -0.1, -0.1], [0.0, 0.0, 0.0], [0.0, 0.0, 0.1], [0.0, 0.0, 0.0], [0.0, 0.0, 0.0], [0.0, 0.0, 0.0], [0.0, 0.0, 0.0], [-0.3, 1.6, 0.7], [-0.8, 0.3, 0.1], [0.1, -0.1, 0.0], [-0.1, -0.4, 0.3], [0.5, 0.6, 0.2], [-0.1, 0.2, 0.1], [0.0, 0.0, 0.0], [0.0, 0.2, 0.0], [0.4, 0.0, 0.0], [-0.3, 0.1, 0.0], [0.0, 0.0, 0.0], [-0.1, 0.0, 0.0], [0.0, 0.1, 0.0], [0.0, 0.0, 0.0], [0.1, 0.0, 0.0], [0.0, 0.0, 0.0], [0.0, 0.0, 0.0], [0.0, 0.0, 0.0], [0.0, 0.0, 0.0], [0.0, 0.0, 0.0]], "lowdin_charge": [1.550, -0.113, -0.271, -0.105, -0.190, -0.220, -0.186, -0.266, -0.201, -0.059, -0.247, 0.074, 0.035, -0.233, 0.074, -0.143, 0.058, 0.071, 0.084, 0.068, 0.083, 0.076, 0.077, 0.113, 0.118, 0.107, 0.105, 0.121, -0.102, -0.049, -0.242, -0.268, -0.027, -0.083, -0.104, 0.010, -0.379, -0.036, -0.100, -0.102, -0.169, -0.089, 0.095, 0.098, 0.120, 0.102, 0.092, 0.099, 0.096, 0.087, 0.096, -0.338, -0.025, -0.317, -0.153, 0.160, -0.202, 0.131, 0.053, 0.040, -0.231, -0.038, -0.093, -0.104, -0.091, -0.031, 0.105, 0.098, 0.095, 0.099, 0.118]}

{"formula": "C32H25F9N8O2S2SbW", "method": "wB97M-V/def2-TZVPD", "lumo_ha": [-0.0652, -0.1144], "multiplicity": 4, "e_tot_ev": -104095.693, "s_squared": 3.812, "e_above_lowest_ev": 2.573, "orbital_gap_ev": [6.76, 5.72], "species": ["W", "C", "C", "N", "N", "C", "N", "S", "C", "C", "C", "C", "C", "N", "H", "H", "H", "H", "H", "H", "H", "H", "H", "C", "C", "O", "O", "H", "H", "H", "S", "C", "N", "F", "C", "F", "F", "C", "C", "C", "C", "C", "C", "C", "C", "H", "H", "H", "H", "F", "Sb", "F", "F", "F", "F", "F", "N", "C", "C", "C", "C", "C", "C", "N", "C", "C", "C", "C", "N", "C", "C", "H", "H", "H", "H", "H", "H", "H", "H", "H"], "coordinates": [[2.525, -0.636, 1.102], [-1.458, -1.451, -0.018], [-0.162, 0.459, 1.237], [0.603, -0.578, 1.989], [0.034, -1.159, 2.983], [0.645, -2.330, 3.270], [0.164, -3.059, 4.327], [1.969, -2.823, 2.335], [-0.351, 1.723, 2.058], [-0.392, 1.674, 3.469], [-0.374, 2.856, 4.125], [-0.269, 4.050, 3.434], [-0.319, 4.030, 2.029], [-0.254, 2.882, 1.351], [-0.748, -2.189, 0.264], [-1.351, -1.015, -1.036], [-2.485, -1.990, 0.005], [-0.702, -2.727, 4.810], [0.411, -4.092, 4.373], [-0.243, 0.764, 3.974], [-0.405, 2.879, 5.219], [-0.371, 5.001, 3.917], [-0.376, 4.950, 1.356], [4.929, 2.244, 0.621], [3.848, 1.678, -0.210], [3.086, 2.252, -0.986], [3.775, 0.329, -0.081], [4.801, 3.359, 0.919], [5.942, 2.104, 0.351], [5.054, 1.687, 1.539], [6.417, -4.055, -0.045], [6.490, -5.563, 0.523], [6.688, -6.632, 0.945], [-1.456, -6.157, -5.813], [-0.586, -6.651, -4.881], [-1.166, -7.773, -4.346], [0.498, -7.135, -5.548], [-0.201, -5.653, -3.840], [0.434, -6.001, -2.712], [0.898, -4.992, -1.830], [0.921, -3.647, -2.144], [0.367, -3.313, -3.421], [-0.243, -4.272, -4.207], [1.565, -2.766, -1.269], [1.961, -1.929, -0.453], [0.410, -6.987, -2.299], [1.181, -5.331, -0.841], [0.429, -2.309, -3.698], [-0.819, -3.972, -5.061], [3.386, -0.793, 2.849], [3.667, 0.131, 5.321], [3.974, -1.896, 0.990], [1.904, 0.647, 5.068], [3.653, 1.399, 6.754], [2.427, 1.084, 1.844], [4.565, 1.227, 4.029], [-3.400, 3.518, -0.642], [-4.176, 4.312, -1.458], [-4.881, 5.523, -1.249], [-5.620, 5.957, -2.297], [-5.727, 5.297, -3.510], [-5.051, 4.082, -3.717], [-4.306, 3.595, -2.676], [-3.494, 2.525, -2.699], [-3.003, 2.510, -1.523], [-2.006, 1.541, -0.889], [-2.434, 0.773, 0.144], [-1.552, -0.192, 0.865], [0.787, 0.598, 0.190], [0.591, 1.080, -0.966], [-0.669, 1.565, -1.366], [-2.799, 3.736, 0.173], [-4.646, 6.157, -0.325], [-6.184, 6.914, -2.196], [-6.399, 5.756, -4.247], [-5.170, 3.624, -4.640], [-3.497, 0.942, 0.426], [-1.983, -0.479, 1.837], [1.409, 1.092, -1.596], [-0.681, 2.035, -2.278]], "forces_ev_per_angstrom": [[1.0, -1.0, 0.7], [-2.6, 0.5, -0.8], [-0.8, -1.3, 1.0], [-0.1, 0.9, -0.8], [-0.4, -1.0, 0.3], [0.1, -0.7, 0.6], [-0.3, -0.9, -0.1], [-0.7, -0.8, 0.1], [1.2, 1.4, 0.3], [0.2, -0.1, -2.5], [0.3, 1.5, 1.4], [-1.3, 0.4, -1.3], [0.4, 0.3, -0.3], [-1.0, -1.1, 0.7], [0.9, -0.3, 0.1], [0.4, -1.1, 0.4], [1.5, 1.0, -0.1], [1.3, -0.5, -0.8], [-0.5, 2.2, 0.0], [-0.4, -0.8, 0.5], [0.1, -0.1, -0.4], [0.3, 0.3, 0.4], [0.3, -1.1, 1.3], [-0.2, 2.4, 2.1], [-1.4, 0.4, -1.9], [1.8, -0.5, 1.6], [-0.8, -0.6, 0.6], [0.0, -1.9, -0.8], [1.0, 0.0, -1.7], [-0.9, -0.2, 0.6], [-0.3, 0.6, -0.3], [0.4, -0.2, 0.2], [-0.2, -0.4, 0.1], [0.8, -0.4, 0.8], [-0.7, -1.4, -0.4], [0.1, 0.9, -0.2], [-0.5, 0.6, 0.2], [0.0, 1.9, -2.3], [0.1, 0.8, 2.7], [-0.3, -1.3, 0.1], [-0.2, -1.6, -2.0], [0.1, -1.3, 1.3], [0.1, -0.5, 0.8], [0.5, 2.8, 1.9], [-1.2, -1.0, -1.6], [0.2, -0.6, -0.3], [0.4, 0.2, -0.1], [-0.2, 1.4, -0.6], [0.2, 0.0, -0.4], [-0.1, 1.0, 0.7], [1.3, -0.3, -0.1], [0.3, 0.1, -0.9], [-1.3, 0.2, -0.6], [0.4, 0.0, -0.1], [0.2, 1.3, 0.5], [-0.3, 0.2, 0.6], [0.9, -0.4, -0.9], [-1.7, 1.1, 0.2], [2.3, -0.4, 2.0], [-1.4, 2.2, -0.2], [-0.1, -0.9, -0.4], [-1.5, 2.6, 0.8], [-0.2, 1.9, 0.1], [0.6, -1.6, 0.1], [2.3, -1.5, 2.8], [0.0, -0.1, 0.1], [-1.0, 0.9, 0.4], [0.1, -0.1, 0.4], [1.6, -1.6, 0.2], [-2.5, -0.1, 1.1], [-1.0, 0.0, -0.1], [-0.9, 0.1, -0.8], [-0.8, -1.1, -1.4], [0.6, -0.8, 0.0], [0.5, -0.5, 0.1], [0.1, -1.2, -1.5], [0.8, -0.6, 0.0], [0.1, 0.3, -0.2], [1.3, 0.1, -1.4], [0.5, 1.2, -2.2]], "lowdin_spin": [0.024, 0.018, 0.038, 0.345, 0.242, 0.083, 0.073, 0.069, 0.019, 0.002, 0.000, -0.001, 0.001, 0.009, 0.002, 0.002, 0.002, 0.001, 0.003, 0.000, 0.000, 0.000, 0.000, 0.001, 0.000, -0.001, 0.005, 0.000, 0.000, 0.000, 0.635, 0.092, 0.264, 0.000, 0.001, 0.000, 0.001, 0.006, -0.001, 0.008, 0.003, 0.005, -0.002, 0.032, 0.001, 0.000, 0.000, 0.000, 0.000, 0.022, 0.000, 0.008, 0.001, 0.000, 0.039, 0.000, 0.000, -0.001, 0.000, -0.001, 0.000, -0.001, 0.000, -0.004, -0.004, 0.018, 0.250, 0.044, 0.199, 0.061, 0.349, 0.000, 0.000, 0.000, 0.000, 0.000, 0.011, 0.003, 0.000, 0.020]}

{"formula": "C32H25F9N8O2S2SbW", "method": "wB97M-V/def2-TZVPD", "lumo_ha": [-0.0605, -0.1049], "multiplicity": 4, "e_tot_ev": -104097.952, "s_squared": 3.817, "e_above_lowest_ev": 0.315, "orbital_gap_ev": [6.73, 5.60], "species": ["W", "C", "C", "N", "N", "C", "N", "S", "C", "C", "C", "C", "C", "N", "H", "H", "H", "H", "H", "H", "H", "H", "H", "C", "C", "O", "O", "H", "H", "H", "S", "C", "N", "F", "C", "F", "F", "C", "C", "C", "C", "C", "C", "C", "C", "H", "H", "H", "H", "F", "Sb", "F", "F", "F", "F", "F", "N", "C", "C", "C", "C", "C", "C", "N", "C", "C", "C", "C", "N", "C", "C", "H", "H", "H", "H", "H", "H", "H", "H", "H"], "coordinates": [[1.404, -0.728, -0.562], [5.687, -2.754, -0.350], [4.504, -1.815, -0.408], [3.264, -2.062, -0.124], [3.131, -3.343, 0.352], [1.956, -3.871, 0.037], [1.642, -5.114, 0.509], [0.768, -3.096, -0.919], [4.878, -0.407, -0.512], [5.775, 0.221, -1.306], [5.814, 1.714, -1.268], [5.218, 2.500, -0.376], [4.607, 1.757, 0.811], [4.195, 0.434, 0.320], [5.673, -3.370, 0.545], [6.638, -2.243, -0.455], [5.563, -3.434, -1.201], [2.432, -5.584, 0.917], [0.678, -5.389, 0.550], [6.396, -0.272, -2.053], [6.172, 2.207, -2.144], [5.112, 3.585, -0.445], [5.388, 1.773, 1.607], [2.939, 0.620, -4.000], [2.540, 0.234, -2.640], [2.041, 1.007, -1.788], [2.658, -0.967, -2.317], [1.938, 0.762, -4.544], [3.402, -0.218, -4.537], [3.467, 1.549, -4.075], [-4.955, 5.052, -0.394], [-5.824, 5.300, 0.959], [-6.582, 5.357, 1.826], [-1.069, 6.433, 2.325], [0.118, 6.413, 2.980], [0.650, 7.608, 2.727], [-0.139, 6.288, 4.293], [0.871, 5.197, 2.532], [2.299, 5.169, 2.647], [2.953, 4.081, 2.276], [2.321, 2.944, 1.623], [0.897, 2.889, 1.734], [0.215, 4.051, 2.161], [3.129, 1.896, 1.163], [2.894, 0.572, 0.565], [2.872, 5.913, 3.238], [4.027, 4.137, 2.325], [0.431, 1.974, 1.314], [-0.820, 3.989, 2.071], [-0.003, 0.417, 0.136], [2.994, -2.551, 3.255], [0.161, -0.748, -2.107], [4.239, -3.087, 4.602], [1.261, -1.446, 1.221], [2.194, -4.198, 3.266], [1.709, -1.737, 4.460], [-4.530, -2.385, -1.236], [-5.189, -3.562, -1.505], [-4.688, -4.865, -1.856], [-5.590, -5.894, -1.975], [-7.033, -5.607, -1.860], [-7.478, -4.340, -1.569], [-6.540, -3.302, -1.332], [-6.688, -2.019, -0.929], [-5.505, -1.486, -0.940], [-5.251, -0.051, -0.538], [-3.994, 0.577, -0.486], [-3.881, 1.877, -0.085], [-4.935, 2.641, 0.233], [-6.123, 1.988, 0.293], [-6.369, 0.691, -0.113], [-3.566, -2.239, -1.182], [-3.608, -5.097, -1.884], [-5.268, -6.888, -2.145], [-7.695, -6.426, -2.013], [-8.516, -4.204, -1.600], [-3.111, -0.006, -0.756], [-2.851, 2.239, -0.057], [-6.969, 2.471, 0.688], [-7.346, 0.280, 0.024]], "forces_ev_per_angstrom": [[0.3, -0.4, -0.1], [-1.0, -0.6, -0.7], [0.5, 0.8, 0.9], [1.5, -0.7, -0.6], [-1.4, -1.0, -0.1], [-0.1, -0.5, 0.9], [1.2, 1.5, -0.9], [-0.5, 0.3, -0.5], [0.8, 0.3, -1.2], [0.0, 0.8, 0.4], [-0.4, -0.3, -0.8], [-0.9, -0.6, 0.9], [1.1, 0.8, -0.2], [-0.5, 0.7, 1.2], [-0.1, 0.0, 0.1], [-0.1, 0.2, 0.1], [0.2, -0.2, 0.1], [-0.5, -0.5, 0.5], [0.2, -0.3, 0.1], [-0.2, -0.1, 0.3], [0.7, 0.1, -0.5], [0.3, -0.4, -0.1], [-0.8, -0.4, 0.0], [-2.0, -0.2, -1.7], [0.7, 0.1, -0.7], [-0.7, 0.7, 0.5], [-0.3, -1.2, 0.6], [1.3, 0.0, 0.7], [0.2, 0.4, 0.4], [0.4, 0.4, 0.1], [0.8, 0.1, -0.7], [-0.6, -0.1, -0.1], [-0.3, 0.2, 0.9], [-0.1, 0.0, 0.3], [-1.5, -0.6, -0.7], [0.7, -0.3, 0.4], [0.1, 0.6, 0.1], [1.8, 0.3, 0.3], [-1.6, 1.7, 1.7], [1.1, -2.0, -2.2], [-0.4, 0.8, 2.0], [1.2, 0.1, -0.9], [1.2, -1.3, -0.9], [-0.5, -0.8, -0.7], [-0.7, 0.7, -0.2], [-0.7, -0.1, -0.9], [0.4, -0.4, 0.1], [-0.1, 0.9, 0.6], [-1.7, 0.3, 0.2], [0.5, -0.3, -0.4], [0.4, 2.3, 0.3], [0.4, 0.2, 1.0], [0.0, 0.0, 0.1], [-0.3, 0.2, 0.4], [-0.9, -1.6, 0.0], [0.6, -0.5, -0.4], [-1.4, -0.4, -0.4], [1.2, -2.0, -0.5], [0.3, 0.4, 0.7], [-2.2, 1.9, 0.3], [2.8, 0.3, 0.0], [1.1, -0.7, -0.2], [0.1, -1.1, -0.2], [-1.1, 1.1, -0.3], [0.6, 1.5, 1.0], [-0.7, -0.6, 0.0], [-0.8, -2.1, -0.5], [0.3, 0.6, -0.2], [-0.3, -1.5, 0.4], [0.8, 0.0, -0.6], [1.9, 0.1, 0.2], [1.4, 0.2, -0.1], [-0.7, 0.4, -0.1], [0.3, -0.8, -0.2], [-0.6, -0.3, -0.1], [-1.3, 0.6, 0.3], [-0.1, 0.4, 0.1], [-0.5, 0.7, 0.1], [-0.7, 1.3, 0.4], [-0.3, -0.3, -0.2]], "lowdin_spin": [0.801, 0.001, 0.010, -0.020, 0.000, 0.002, -0.001, 0.027, -0.009, 0.083, 0.004, 0.039, 0.032, 0.151, 0.001, 0.000, 0.000, 0.000, 0.001, 0.005, 0.000, 0.001, 0.002, 0.001, 0.010, 0.006, 0.003, 0.001, 0.000, 0.000, 0.592, 0.064, 0.142, 0.003, 0.013, 0.002, 0.011, 0.122, -0.015, 0.067, 0.015, 0.143, -0.013, 0.315, 0.067, -0.002, 0.003, 0.005, -0.004, 0.064, 0.000, 0.023, 0.000, 0.028, 0.000, 0.000, 0.000, 0.000, 0.000, 0.000, 0.000, 0.000, 0.000, 0.001, 0.000, 0.002, 0.003, 0.014, 0.160, 0.014, 0.004, 0.000, 0.000, 0.000, 0.000, 0.000, 0.001, 0.001, 0.001, 0.000]}